(i)
# C5H8N2

The molecule C5H8N2 (ωB97M-V/def2-TZVPD, the OMol25 dataset).

Cartesian coordinates (Å):
1 C -1.370 -1.451 0.346
2 N -0.203 -0.822 -0.033
3 C 1.038 -1.134 -0.364
4 C 1.868 0.031 -0.159
5 C 1.105 1.066 0.272
6 C -0.326 0.631 0.232
7 N -1.116 1.321 -0.765
8 H -1.712 -2.305 -0.211
9 H -1.435 -1.510 1.434
10 H -1.054 0.480 1.071
11 H 1.354 -2.165 -0.463
12 H 2.952 0.016 -0.249
13 H 1.436 2.073 0.487
14 H -1.941 1.731 -0.344
15 H -0.595 2.038 -1.254

Properties
Kohn-Sham gap (alpha / beta)   6.743 / 7.805 eV
Total charge   0

natural (NBO) population analysis, charges in e, atoms 1 to 2: atom 1 (C): -0.3835, atom 2 (N): -0.2891

---

(ii)
# C5H8N2

A structure of composition C5H8N2 (ωB97M-V/def2-TZVPD, the OMol25 dataset).

Cartesian coordinates (Å):
1 C 2.457 -0.839 2.052
2 C -0.266 -1.239 0.900
3 C 1.189 -1.174 0.489
4 C -1.133 1.488 -0.742
5 C 0.105 0.674 -0.842
6 N 2.561 0.296 1.982
7 N 0.287 -0.325 -0.005
8 H -0.964 -1.994 0.450
9 H -0.668 -1.072 1.849
10 H 2.749 -1.796 2.400
11 H 1.531 -2.137 0.042
12 H -0.918 2.411 -0.201
13 H -1.819 1.050 -0.168
14 H -1.476 1.678 -1.767
15 H 1.028 0.895 -1.342

Properties
Kohn-Sham gap (alpha / beta)   7.216 / 6.785 eV
Total charge   0

natural (NBO) population analysis, charges in e, atoms 1 to 2: atom 1 (C): 0.0523, atom 2 (C): -0.2445

---

(iii)
# C5H8N2

The molecule C5H8N2 (ωB97M-V/def2-TZVPD, the OMol25 dataset).

Cartesian coordinates (Å):
1 C -0.933 -0.396 2.154
2 C -0.426 -0.606 0.708
3 C -0.681 0.416 -0.177
4 C 0.263 0.408 -1.229
5 N 0.412 1.363 -2.255
6 C 1.055 -0.684 -1.047
7 N 0.715 -1.298 0.148
8 H -0.095 -0.061 2.774
9 H -1.641 0.455 2.194
10 H -1.443 -1.210 2.682
11 H -1.474 1.140 -0.034
12 H 1.397 1.568 -2.378
13 H -0.047 2.226 -1.992
14 H 1.788 -1.067 -1.752
15 H 1.124 -2.228 0.247

Properties
Kohn-Sham gap   8.444 eV
Structure (SMILES)   Cc1cc(N)c[nH]1
Total charge   0

natural (NBO) population analysis, charges in e, atoms 1 to 2: atom 1 (C): -0.6321, atom 2 (C): 0.1256

---

Of the structures shown above, (ii) is the least stable.